Record 1
Entry from the OMol25 dataset: a structure of composition C5H12O3 at a distorted geometry (ωB97M-V with the def2-TZVPD basis set).

Geometry (Å):
C1 0.67 -2.36 -0.87
C2 0.27 -1.19 0.07
C3 1.01 -0.05 0.16
O1 1.89 0.26 -0.82
C4 1.03 0.77 1.31
C5 -0.10 0.72 2.21
H1 1.76 -2.25 -1.01
H2 0.49 -3.36 -0.38
H3 0.21 -2.13 -1.83
H4 -0.21 -1.62 0.95
H5 2.44 0.98 -0.50
H6 0.86 0.00 2.35
H7 -1.10 0.39 1.90
H8 -0.27 1.20 3.17
H9 -2.25 0.31 -2.27
H10 -1.18 -0.15 -1.17
O2 -1.33 0.33 -1.99
H11 -1.19 2.11 0.04
H12 -1.33 3.16 -1.09
O3 -1.68 2.88 -0.24

Values from the calculation:
LUMO level: -0.367 eV
Relative energy (zero: lowest compared OMol25 entry of this formula, charge and spin): 133.49 kcal/mol
Orbital gap: 8.35 eV
E_HOMO: -0.32026 hartree

Here are the natural (NBO) charges for atoms 1 to 8, given in e: atom 1 (C): -0.6580, atom 2 (C): -0.2909, atom 3 (C): 0.1898, atom 4 (O): -0.6595, atom 5 (C): -0.2119, atom 6 (C): -0.4931, atom 7 (H): 0.2262, atom 8 (H): 0.2167

---

Record 2
Entry from the OMol25 dataset: a cluster of 2 separate species, C5H12O3 in total at a distorted geometry (ωB97M-V with the def2-TZVPD basis set).

Geometry (Å):
C1 2.11 0.95 -0.47
C2 1.08 -1.26 0.24
C3 -0.05 0.87 0.91
C4 -2.32 0.03 0.36
C5 0.78 0.17 -0.13
O1 -2.04 -1.26 0.03
O2 -2.55 0.96 -0.67
O3 0.08 0.16 -1.42
H1 2.19 0.54 -1.48
H2 2.78 0.45 0.22
H3 1.85 2.02 -0.49
H4 1.49 -1.76 -0.67
H5 1.86 -1.42 1.05
H6 0.16 -1.74 0.53
H7 0.18 0.77 2.01
H8 -0.14 1.94 0.67
H9 -2.81 0.17 1.30
H10 -2.22 -1.86 0.78
H11 -1.82 0.81 -1.31
H12 -0.61 -0.53 -1.44

Values from the calculation:
⟨S²⟩: 2.0065
LUMO level (alpha / beta): 0.563 / -0.345 eV
Orbital gap (alpha / beta): 6.29 / 10.24 eV
Spin multiplicity: 3
E_HOMO (alpha / beta): -0.21032 / -0.38910 hartree

Here are the natural (NBO) charges for atoms 1 to 8, given in e: atom 1 (C): -0.6258, atom 2 (C): -0.6472, atom 3 (C): -0.2927, atom 4 (C): 0.3288, atom 5 (C): 0.1689, atom 6 (O): -0.7348, atom 7 (O): -0.7049, atom 8 (O): -0.7673

---

Record 3
Entry from the OMol25 dataset: a cluster of 3 separate species, C5H12O3 in total at a distorted geometry (ωB97M-V with the def2-TZVPD basis set).

Geometry (Å):
C1 0.71 -2.51 0.24
C2 -0.09 -1.27 0.15
C3 0.41 0.00 0.27
C4 -0.32 1.17 0.14
C5 0.18 2.40 0.52
O1 -0.44 3.52 0.29
H1 1.47 -2.53 -0.54
H2 1.27 -2.55 1.17
H3 0.08 -3.38 0.15
H4 -1.16 -1.40 -0.04
H5 1.42 0.19 0.62
H6 -1.39 1.03 -0.03
H7 1.17 2.55 0.92
H8 -1.32 3.36 -0.08
H9 3.63 0.31 -1.73
H10 2.12 0.28 -1.45
O2 2.95 0.65 -1.13
H11 -3.28 -0.69 -0.55
H12 -3.97 -0.88 0.79
O3 -3.44 -0.24 0.29

Values from the calculation:
⟨S²⟩: 0.7762
LUMO level (alpha / beta): -4.369 / -6.870 eV
Charge: +1
Relative energy (zero: lowest compared OMol25 entry of this formula, charge and spin): 0.00 kcal/mol
Orbital gap (alpha / beta): 9.15 / 8.22 eV
Spin multiplicity: 2
E_HOMO (alpha / beta): -0.49676 / -0.55451 hartree

Here are the natural (NBO) charges for atoms 1 to 8, given in e: atom 1 (C): -0.6959, atom 2 (C): 0.0781, atom 3 (C): -0.2198, atom 4 (C): -0.2491, atom 5 (C): 0.3674, atom 6 (O): -0.5269, atom 7 (H): 0.2649, atom 8 (H): 0.2672

---

Record 4
Entry from the OMol25 dataset: a cluster of 2 separate species, C5H12O4 in total at a distorted geometry (ωB97M-V with the def2-TZVPD basis set).

Geometry (Å):
C1 -0.26 -0.36 1.19
O1 -1.03 0.81 1.28
C2 -2.40 0.47 1.22
O2 -2.71 -0.23 0.04
C3 -1.91 -1.38 -0.03
O3 -0.54 -1.07 0.01
H1 -0.43 -1.00 2.07
H2 0.81 -0.07 1.18
H3 -2.99 1.41 1.24
H4 -2.68 -0.12 2.11
H5 -2.13 -1.89 -0.99
H6 -2.17 -2.08 0.79
C4 1.51 1.63 -0.96
O4 2.41 0.72 -0.36
C5 2.63 -0.39 -1.20
H7 1.37 2.48 -0.27
H8 0.53 1.17 -1.15
H9 1.90 2.02 -1.92
H10 1.69 -0.94 -1.40
H11 3.07 -0.09 -2.17
H12 3.33 -1.07 -0.69

Values from the calculation:
LUMO level: 0.972 eV
Relative energy (zero: lowest compared OMol25 entry of this formula, charge and spin): 53.29 kcal/mol
Orbital gap: 10.69 eV
E_HOMO: -0.35728 hartree

Here are the natural (NBO) charges for atoms 1 to 8, given in e: atom 1 (C): 0.1888, atom 2 (O): -0.5300, atom 3 (C): 0.2049, atom 4 (O): -0.5287, atom 5 (C): 0.2059, atom 6 (O): -0.5365, atom 7 (H): 0.1345, atom 8 (H): 0.2132

---

Record 5
Entry from the OMol25 dataset: a cluster of 2 separate species, C5H12O4S4 in total at a distorted geometry (ωB97M-V with the def2-TZVPD basis set).

Geometry (Å):
C1 -0.99 -0.43 0.77
C2 2.02 -0.76 0.08
C3 0.00 1.67 -0.20
C4 -0.64 -0.25 -1.81
C5 -0.26 0.22 -0.39
O1 -1.59 -1.66 0.53
O2 2.58 0.44 0.33
O3 0.61 1.91 1.08
O4 -1.91 0.22 -2.29
S1 -2.38 0.61 1.44
S2 1.77 -1.96 1.32
S3 1.20 2.45 -1.52
S4 -0.27 -1.93 -2.17
H1 -0.16 -0.40 1.60
H2 2.11 -1.09 -0.96
H3 -0.88 2.23 -0.26
H4 0.00 0.27 -2.45
H5 -1.60 -2.30 1.24
H6 1.85 0.93 0.80
H7 0.79 2.84 1.05
H8 -2.06 0.33 -3.28
H9 -3.33 0.08 0.66
H10 1.23 -2.79 0.38
H11 2.30 1.69 -1.25
H12 -1.31 -2.26 -1.61

Values from the calculation:
LUMO level (alpha / beta): -0.152 / 0.054 eV
Relative energy (zero: lowest compared OMol25 entry of this formula, charge and spin): 84.94 kcal/mol
Orbital gap (alpha / beta): 7.31 / 7.71 eV
E_HOMO (alpha / beta): -0.27436 / -0.28152 hartree

Here are the natural (NBO) charges for atoms 1 to 8, given in e: atom 1 (C): -0.0345, atom 2 (C): 0.0604, atom 3 (C): -0.0092, atom 4 (C): -0.0921, atom 5 (C): -0.1608, atom 6 (O): -0.7463, atom 7 (O): -0.7392, atom 8 (O): -0.7276

---

Record 6
Entry from the OMol25 dataset: a cluster of 2 separate species, C5H12O8 in total at a distorted geometry (ωB97M-V with the def2-TZVPD basis set).

Geometry (Å):
C1 -1.55 -1.07 1.32
C2 -1.31 -0.11 0.13
C3 -2.44 0.91 -0.09
O1 -3.65 0.21 -0.09
O2 -1.31 -0.99 -1.00
O3 -1.71 -0.17 -2.14
C4 0.10 0.54 0.27
O4 0.33 1.53 -0.73
C5 1.23 -0.45 0.11
O5 2.43 0.29 0.22
O6 3.47 -0.75 0.15
H1 -1.52 -0.53 2.28
H2 -2.54 -1.52 1.19
H3 -0.79 -1.85 1.31
H4 -2.49 1.58 0.79
H5 -2.26 1.47 -1.03
H6 -4.37 0.83 -0.32
H7 -1.06 -0.46 -2.81
H8 0.18 1.01 1.26
H9 -0.41 2.14 -0.71
H10 1.18 -1.24 0.87
H11 1.12 -0.92 -0.88
H12 4.22 -0.18 -0.06
O7 6.34 0.33 -0.35
O8 6.80 -0.61 0.30

Values from the calculation:
LUMO level (alpha / beta): -1.739 / -1.768 eV
Relative energy (zero: lowest compared OMol25 entry of this formula, charge and spin): 0.00 kcal/mol
Orbital gap (alpha / beta): 7.77 / 7.74 eV
E_HOMO (alpha / beta): -0.34947 / -0.34947 hartree

Here are the natural (NBO) charges for atoms 1 to 8, given in e: atom 1 (C): -0.6324, atom 2 (C): 0.2070, atom 3 (C): -0.0957, atom 4 (O): -0.7147, atom 5 (O): -0.2846, atom 6 (O): -0.4693, atom 7 (C): 0.0574, atom 8 (O): -0.7065

---

| no. | total energy (eV) |
| --- | --- |
| 1 | -11516.977 |
| 2 | -11516.645 |
| 3 | -11513.309 |
| 4 | -13567.834 |
| 5 | -56905.652 |
| 6 | -21748.796 |